Density functional theory data (ωB97M-V/def2-TZVPD) for a cluster of 2 separate species, CH2OPS2 in total at a distorted geometry.

Computed properties:
* orbital gap: 0.215 Ha
* highest occupied orbital energy: -2.7716 eV

```
! RIJCOSX wB97M-V def2-TZVPD def2/J DEFGRID3
* xyz -1 1
C -1.713 -0.386 -0.020
O -1.962 -1.517 -0.089
P 0.941 -0.063 0.102
S -1.974 1.123 0.248
S 2.844 -0.743 0.220
H 0.832 0.352 -1.137
H 1.032 1.234 0.675
*
```

---

Density functional theory data (ωB97M-V/def2-TZVPD) for an isolated molecule of CH2OS at a distorted geometry.

Computed properties:
* orbital gap: 0.395 Ha
* highest occupied orbital energy: -9.9941 eV
* SMILES string: O=CS

```
! RIJCOSX wB97M-V def2-TZVPD def2/J DEFGRID3
* xyz 0 1
C -0.034 -0.035 -0.389
H 0.256 0.310 1.452
H -0.392 -0.498 -1.457
O 0.041 1.148 -0.537
S 0.129 -0.925 0.930
*
```

---

Density functional theory data (ωB97M-V/def2-TZVPD) for an isolated molecule of CH2OS2 at a distorted geometry.

Computed properties:
* orbital gap (spin up / spin down): 0.328 / 0.328 Ha
* highest occupied orbital energy (spin up / spin down): -9.3324 / -9.3340 eV

```
! RIJCOSX wB97M-V def2-TZVPD def2/J DEFGRID3
* xyz 0 1
C 0.294 -0.436 0.451
O -0.758 0.490 -2.028
S -0.808 0.770 1.130
S 0.274 1.175 -0.471
H 1.224 -0.654 1.060
H -0.225 -1.346 -0.141
*
```

---

Density functional theory data (ωB97M-V/def2-TZVPD) for an isolated molecule of CH2OS2 at a distorted geometry.

Computed properties:
* orbital gap: 0.379 Ha
* highest occupied orbital energy: -10.1819 eV
* SMILES string: O=C(S)S

```
! RIJCOSX wB97M-V def2-TZVPD def2/J DEFGRID3
* xyz 0 1
C 0.510 -0.604 0.292
H -0.254 1.083 -1.257
H -1.188 1.055 0.392
O 1.188 -1.533 0.658
S 0.520 -0.093 -1.377
S -0.776 0.093 1.292
*
```

---

Density functional theory data (ωB97M-V/def2-TZVPD) for a structure of composition CH2P2S2 at a distorted geometry.

Computed properties:
* orbital gap: 0.277 Ha
* highest occupied orbital energy: -9.0532 eV

```
! RIJCOSX wB97M-V def2-TZVPD def2/J DEFGRID3
* xyz 0 1
C -0.807 0.146 1.157
P -1.205 0.247 -0.485
P 1.604 -0.336 -0.576
S -0.208 -1.388 -1.265
S 2.044 1.036 -1.858
H -0.141 -0.633 1.405
H -1.287 0.928 1.622
*
```

---

Density functional theory data (ωB97M-V/def2-TZVPD) for a cluster of 2 separate species, CH2S2 in total at a distorted geometry.

Computed properties:
* orbital gap: 0.346 Ha
* highest occupied orbital energy: -9.6383 eV

```
! RIJCOSX wB97M-V def2-TZVPD def2/J DEFGRID3
* xyz 0 1
C 0.452 -0.883 0.496
S 1.334 -1.960 -0.200
S -0.492 -0.021 1.373
H -0.378 1.489 -1.077
H -0.916 1.375 -0.593
*
```

---

Density functional theory data (ωB97M-V/def2-TZVPD) for a cluster of 19 separate species, CH39O19 in total at a distorted geometry.

Computed properties:
* orbital gap: 0.293 Ha
* highest occupied orbital energy: -5.6103 eV

```
! RIJCOSX wB97M-V def2-TZVPD def2/J DEFGRID3
* xyz -1 1
C -16.366 7.703 -4.069
O -15.896 7.819 -2.749
H -16.703 6.659 -4.192
H -15.556 7.988 -4.802
H -17.189 8.308 -4.111
O -14.548 7.907 -7.221
H -15.427 7.594 -7.434
H -14.461 8.821 -7.392
O -13.819 5.526 -5.481
H -14.221 6.327 -5.085
H -13.643 5.775 -6.379
O -15.108 6.568 0.236
H -14.145 6.562 0.444
H -15.091 6.243 -0.670
O -14.382 5.767 -2.346
H -14.998 6.526 -2.516
H -13.550 5.914 -2.822
O -19.755 8.914 -4.818
H -18.971 9.305 -5.222
H -19.523 8.941 -3.863
O -20.246 6.827 -3.084
H -20.971 6.692 -2.487
H -19.420 7.052 -2.626
O -18.296 4.991 -5.100
H -17.358 4.913 -4.871
H -18.353 4.607 -5.948
O -17.629 10.886 -2.612
H -16.694 10.737 -2.517
H -17.748 11.496 -3.339
O -17.914 6.633 -1.750
H -18.319 5.937 -2.262
H -17.160 6.955 -2.250
O -15.914 4.547 -6.924
H -16.160 3.735 -6.442
H -15.493 4.972 -6.210
O -16.595 9.094 -0.420
H -15.955 9.671 -0.163
H -16.338 8.597 -1.150
O -13.085 8.794 -4.617
H -13.966 8.783 -4.987
H -12.547 8.431 -5.361
O -17.078 7.135 -7.237
H -17.573 7.186 -8.090
H -17.116 6.176 -7.101
O -14.815 11.060 -2.454
H -15.223 11.556 -1.709
H -14.510 10.229 -2.093
O -17.603 9.603 -6.320
H -17.426 8.685 -6.543
H -17.038 9.799 -5.602
O -15.201 10.697 -5.116
H -15.098 10.839 -4.190
H -15.584 11.485 -5.446
O -16.171 3.984 -3.813
H -16.362 3.445 -3.076
H -15.694 4.726 -3.462
O -13.414 8.806 -1.595
H -12.834 8.815 -2.338
H -13.966 8.053 -1.737
*
```

---

Density functional theory data (ωB97M-V/def2-TZVPD) for the ion CH3Br2ClP with charge +1 at a distorted geometry.

Computed properties:
* orbital gap: 0.345 Ha
* highest occupied orbital energy: -15.9393 eV

```
! RIJCOSX wB97M-V def2-TZVPD def2/J DEFGRID3
* xyz 1 1
C 0.368 -0.113 0.192
P 0.383 -0.352 2.029
Cl 0.274 -2.577 2.540
Br 2.215 0.513 2.596
Br -1.126 0.640 3.362
H -0.207 -0.918 -0.238
H 1.395 -0.180 -0.013
H 0.104 0.949 -0.033
*
```

---

Density functional theory data (ωB97M-V/def2-TZVPD) for the ion CH3Br3P with charge +1 at a distorted geometry.

Computed properties:
* orbital gap (spin up / spin down): 0.281 / 0.212 Ha
* highest occupied orbital energy (spin up / spin down): -12.4297 / -15.1628 eV

```
! RIJCOSX wB97M-V def2-TZVPD def2/J DEFGRID3
* xyz 1 3
C -1.669 -0.150 -0.294
P 2.065 0.065 1.165
Br 3.478 -0.878 -0.290
Br -0.030 -1.217 0.201
Br 1.840 1.966 0.182
H -1.389 0.901 0.102
H -2.520 -0.560 0.368
H -1.775 -0.128 -1.433
*
```

---

Density functional theory data (ωB97M-V/def2-TZVPD) for a cluster of 2 separate species, CH3BrClN in total at a distorted geometry.

Computed properties:
* orbital gap: 0.418 Ha
* highest occupied orbital energy: -10.8289 eV
* SMILES string: [H]/N=C\Cl.Br

```
! RIJCOSX wB97M-V def2-TZVPD def2/J DEFGRID3
* xyz 0 1
C 1.164 0.300 -0.277
N 1.272 1.218 0.541
Cl 0.868 -1.427 0.153
Br -2.643 -0.036 -0.018
H 1.214 0.403 -1.382
H 1.073 0.937 1.492
H -2.948 -1.394 -0.509
*
```

---

Density functional theory data (ωB97M-V/def2-TZVPD) for an isolated molecule of CH3BrClN at a distorted geometry.

Computed properties:
* orbital gap: 0.389 Ha
* highest occupied orbital energy: -10.0231 eV
* SMILES string: N[C@H](Cl)Br

```
! RIJCOSX wB97M-V def2-TZVPD def2/J DEFGRID3
* xyz 0 1
C -0.899 -0.450 0.344
N 0.055 0.159 -0.360
Cl -1.096 -2.180 0.010
Br -2.694 0.498 -0.061
H -0.655 -0.472 1.431
H -0.074 0.057 -1.349
H -0.052 1.092 -0.001
*
```

---

Density functional theory data (ωB97M-V/def2-TZVPD) for a cluster of 2 separate species, CH3BrClN in total at a distorted geometry.

Computed properties:
* orbital gap (spin up / spin down): 0.253 / 0.366 Ha
* highest occupied orbital energy (spin up / spin down): -8.0424 / -9.7582 eV

```
! RIJCOSX wB97M-V def2-TZVPD def2/J DEFGRID3
* xyz 0 1
C 1.186 2.711 0.283
N 3.397 0.789 -0.608
Cl 0.192 1.533 -0.123
Br 2.707 -0.630 0.215
H 2.002 2.706 -0.379
H 1.100 3.214 1.216
H 3.121 0.722 -1.642
*
```

---

Density functional theory data (ωB97M-V/def2-TZVPD) for a structure of composition CH3BrLi2NO2 at a distorted geometry.

Computed properties:
* orbital gap: 0.345 Ha
* highest occupied orbital energy: -13.9917 eV

```
! RIJCOSX wB97M-V def2-TZVPD def2/J DEFGRID3
* xyz 1 1
Li 5.844 1.863 -33.304
Li 6.059 0.905 -36.311
Br 6.279 0.662 -34.496
C 8.388 -0.021 -33.086
N 9.475 0.897 -33.394
O 10.007 1.478 -32.439
O 9.907 0.970 -34.542
H 8.684 -1.009 -32.734
H 7.857 -0.087 -34.036
H 7.654 0.462 -32.441
*
```

---

Density functional theory data (ωB97M-V/def2-TZVPD) for a structure of composition CH3BrN2 at a distorted geometry.

Computed properties:
* orbital gap (spin up / spin down): 0.256 / 0.256 Ha
* highest occupied orbital energy (spin up / spin down): -8.9593 / -8.9580 eV

```
! RIJCOSX wB97M-V def2-TZVPD def2/J DEFGRID3
* xyz 0 1
C 0.787 0.029 -0.109
N -0.059 1.057 -0.398
N -1.846 0.700 0.163
Br -1.942 -0.934 0.678
H 0.357 -0.844 -0.518
H 0.928 -0.017 0.999
H 1.774 0.009 -0.815
*
```

---

Density functional theory data (ωB97M-V/def2-TZVPD) for an isolated molecule of CH3BrN2O at a distorted geometry.

Computed properties:
* orbital gap: 0.375 Ha
* highest occupied orbital energy: -9.5511 eV
* SMILES string: O=NNCBr

```
! RIJCOSX wB97M-V def2-TZVPD def2/J DEFGRID3
* xyz 0 1
C 0.809 0.681 0.281
N -1.653 -0.356 0.202
N -0.448 -0.449 -0.337
O -2.394 -1.195 -0.276
Br 2.427 -0.003 -0.203
H 0.688 0.661 1.463
H 0.577 1.616 -0.131
H -0.006 -0.957 -0.999
*
```

---

Density functional theory data (ωB97M-V/def2-TZVPD) for a cluster of 2 separate species, CH3BrNO2S in total at a distorted geometry.

Computed properties:
* orbital gap (spin up / spin down): 0.216 / 0.215 Ha
* highest occupied orbital energy (spin up / spin down): -3.3660 / -3.3617 eV

```
! RIJCOSX wB97M-V def2-TZVPD def2/J DEFGRID3
* xyz -1 1
C -0.875 2.311 -0.809
N 0.842 -1.293 -0.195
O -1.333 -1.703 0.983
O 0.331 0.006 1.957
S -0.426 -0.537 0.812
Br 0.887 2.342 -1.293
H -1.045 1.724 0.128
H 0.473 -2.137 -0.627
H 1.145 -0.712 -0.955
*
```

---

Density functional theory data (ωB97M-V/def2-TZVPD) for a cluster of 2 separate species, CH3BrO in total at a distorted geometry.

Computed properties:
* orbital gap (spin up / spin down): 0.327 / 0.327 Ha
* highest occupied orbital energy (spin up / spin down): -8.8927 / -8.8911 eV

```
! RIJCOSX wB97M-V def2-TZVPD def2/J DEFGRID3
* xyz 0 1
C -0.019 0.086 -0.316
O 0.530 -1.070 0.026
Br -1.854 0.359 0.067
H 0.853 1.576 0.633
H 0.247 0.417 -1.311
H 0.244 -1.368 0.901
*
```

---

Density functional theory data (ωB97M-V/def2-TZVPD) for a cluster of 2 separate species, CH3BrO3 in total at a distorted geometry.

Computed properties:
* orbital gap: 0.344 Ha
* highest occupied orbital energy: -9.2782 eV

```
! RIJCOSX wB97M-V def2-TZVPD def2/J DEFGRID3
* xyz 0 1
C 1.177 0.390 0.723
O 1.079 -0.877 0.726
O -1.621 1.280 -1.228
O -2.968 1.382 -0.855
Br 2.558 1.211 -0.164
H -3.704 1.721 -1.458
H -1.128 1.155 -0.255
H 1.767 -1.385 0.206
*
```

---

Density functional theory data (ωB97M-V/def2-TZVPD) for an isolated molecule of CH3BrOS at a distorted geometry.

Computed properties:
* orbital gap: 0.338 Ha
* highest occupied orbital energy: -9.7799 eV

```
! RIJCOSX wB97M-V def2-TZVPD def2/J DEFGRID3
* xyz 0 1
C 0.218 0.161 -0.147
O 1.836 2.265 0.262
S 1.672 1.010 -0.512
Br 3.215 -0.471 0.365
H -0.439 0.427 -0.883
H -0.179 0.480 0.749
H 0.544 -0.857 -0.121
*
```

---

Density functional theory data (ωB97M-V/def2-TZVPD) for an isolated molecule of CH3BrOS at a distorted geometry.

Computed properties:
* orbital gap (spin up / spin down): 0.248 / 0.295 Ha
* highest occupied orbital energy (spin up / spin down): -5.9874 / -10.4912 eV

```
! RIJCOSX wB97M-V def2-TZVPD def2/J DEFGRID3
* xyz 0 3
C -0.190 -0.149 0.897
O 0.849 -0.138 -0.104
S 0.790 1.027 -1.237
Br -0.233 0.035 -2.860
H -0.795 0.680 1.031
H 0.453 -0.530 1.639
H -0.875 -0.925 0.634
*
```